No. 1
Entry from the OMol25 dataset: the molecule C4H6N2O (the ωB97M-V functional and the def2-TZVPD basis).

The geometry in XYZ format:
```
13
Properties=species:S:1:pos:R:3:mulliken_charge:R:1
C 0.053 1.861 -1.056 -0.67
N 0.200 0.494 -0.381 0.50
N 0.704 -0.552 -1.218 -0.78
C 0.637 -1.598 -0.388 -0.17
C -0.066 -1.308 0.713 -0.48
C -0.240 0.011 0.720 0.50
O -1.084 0.445 1.541 -0.48
H 0.190 1.648 -2.248 0.30
H 0.715 2.587 -0.543 0.26
H -1.132 1.785 -0.682 0.20
H 1.296 -2.516 -0.676 0.33
H -0.007 -1.955 1.721 0.20
H -1.024 1.499 1.365 0.32
```

As for the SMILES: Cn1nccc1O. The total charge is 0.



No. 2
Entry from the OMol25 dataset: a cluster of 2 separate species, C9H16N3O in total (the ωB97M-V functional and the def2-TZVPD basis).

The geometry in XYZ format:
```
29
Properties=species:S:1:pos:R:3:mulliken_charge:R:1
C 0.382 0.592 3.268 -1.10
C 1.040 1.546 1.106 0.88
N 0.641 0.521 1.839 -0.05
N 1.483 2.655 1.694 -0.33
N 1.101 1.434 -0.217 -0.29
H 0.151 -0.242 1.395 0.08
H 1.517 2.713 2.695 0.15
H 1.822 3.447 1.175 0.22
H 0.883 0.558 -0.678 0.16
H 1.202 2.269 -0.766 0.21
H 1.152 1.096 3.863 0.40
H 0.376 -0.410 3.665 0.32
H -0.575 1.047 3.524 0.37
C -0.244 0.040 -3.548 -1.58
C -1.716 -0.410 -1.595 -0.33
C -0.475 -0.626 -2.224 0.38
C -2.000 -0.986 -0.376 -0.30
C 0.409 -1.535 -1.680 -0.63
C -1.027 -1.774 0.238 -0.18
C 0.139 -2.099 -0.420 0.08
O -1.246 -2.114 1.565 -0.53
H -2.420 0.212 -2.139 0.46
H -3.009 -0.987 0.013 0.47
H -1.042 -0.162 -4.261 0.40
H 0.674 -0.158 -4.103 0.38
H 1.351 -1.757 -2.181 0.35
H 0.733 -2.953 -0.124 0.35
H -1.042 -3.050 1.731 0.36
H -0.263 1.130 -3.461 0.32
```

The total charge is +1.



Energy relative to the best compared isomer or geometry (same formula, charge and spin) values (in kJ/mol) by entry order: 451.0; 0.0.
Lowest unoccupied orbital energy values (in Eh) by entry order: 0.013; -0.095.
Gap between HOMO and LUMO values (in eV) by entry order: 8.621; 9.540.